{
  "formula": "C2H3NOS",
  "method": "the ωB97M-V functional and the def2-TZVPD basis",
  "fmax_ev_per_a": 3.17,
  "relative_energy_kcal_mol": 56.1,
  "smiles": "C=NSC=O",
  "e_homo_ev": -9.594,
  "energy_ha": -606.0979,
  "homo_lumo_gap_ha": 0.366,
  "species": ["C", "N", "S", "C", "O", "H", "H", "H"],
  "xyz": [[1.1429, 0.5563, -0.0758], [0.3950, -0.4115, -0.3112], [-1.3269, 0.2996, -0.0144], [-3.0249, -0.4755, -0.0855], [-3.9075, 0.3297, 0.0362], [0.7720, 1.5047, 0.1675], [2.2816, 0.3587, -0.1285], [-3.2025, -1.5605, 0.0050]],
  "forces_ev_per_angstrom": [[2.9, -1.2, -0.3], [-2.5, -1.1, 0.1], [0.1, 0.5, -0.2], [0.1, 0.2, 0.8], [1.0, -0.6, -0.4], [-0.2, 1.7, 0.5], [-1.9, 0.4, 0.0], [0.4, 0.1, -0.4]]
}



{
  "formula": "C2H3NOS",
  "method": "the ωB97M-V functional and the def2-TZVPD basis",
  "fmax_ev_per_a": 4.69,
  "relative_energy_kcal_mol": 65.5,
  "e_homo_ev": [-8.212, -10.007],
  "energy_ha": -606.0053,
  "spin_multiplicity": 3,
  "homo_lumo_gap_ha": [0.320, 0.285],
  "species": ["C", "C", "N", "O", "S", "H", "H", "H"],
  "xyz": [[-2.1019, 1.8268, 0.2532], [0.0613, -0.0411, -0.0116], [-2.2622, 0.5300, 0.3481], [-1.7608, 2.9226, 0.4916], [-2.9640, 1.0489, -1.0816], [0.6605, 0.8055, -0.3460], [-0.1335, -0.3059, 0.9763], [0.0000, -0.9589, -0.7681]],
  "forces_ev_per_angstrom": [[0.2, 0.6, 0.5], [1.5, -2.5, -3.7], [-0.5, 0.5, 1.4], [0.5, 0.2, 0.8], [-1.5, -0.9, -2.5], [-0.3, -0.2, 0.4], [-0.1, 0.0, 1.4], [0.1, 2.3, 1.7]]
}